# 1
DFT (ωB97M-V with the def2-TZVPD basis set) results for a molecular structure, C20H27MnN4O4.

Calculated values
M	442.40	g mol⁻¹
E_LUMO (alpha / beta)	0.283 / -0.102	eV
E_HOMO (alpha / beta)	-6.9 / -7.7	eV
<S²>	12.002
spin multiplicity	7
calculated total energy	-66645.9973	eV
gap between HOMO and LUMO (alpha / beta)	7.2 / 7.6	eV

Cartesian coordinates (Å):
Mn (-1.03562, -3.37751, 0.97343)
O (-0.82479, -1.41428, 1.11540)
H (0.06149, -1.01195, 1.19996)
C (-2.19205, -0.15760, -4.54424)
C (-1.75748, -1.64646, -4.43357)
C (-0.32898, -2.01173, -4.55602)
O (0.03124, -2.79715, -3.41951)
C (-0.97872, -2.74687, -2.49789)
O (-0.96284, -3.09930, -1.33022)
O (-2.01346, -2.04594, -3.06100)
H (-1.52076, 0.39453, -3.88649)
H (-3.24104, 0.05055, -4.33359)
H (-2.01724, 0.20970, -5.55550)
H (-2.44810, -2.37068, -4.86560)
H (0.29057, -1.12266, -4.67357)
H (-0.16624, -2.61337, -5.45024)
N (3.52644, -2.03486, 3.50745)
C (2.99085, -0.98610, 2.74266)
C (3.15564, 0.16188, 3.42823)
C (3.79260, -0.19131, 4.69277)
C (3.94449, -1.55336, 4.73178)
H (3.53827, -2.98777, 3.17291)
H (2.58835, -1.18025, 1.75945)
H (2.85438, 1.14139, 3.08732)
H (4.18610, 0.52710, 5.39665)
H (4.38808, -2.23559, 5.44186)
N (-1.44679, 1.02110, -0.22270)
C (-1.04870, 2.23532, 0.29420)
C (-1.39702, 3.26217, -0.55501)
C (-2.02812, 2.67512, -1.64565)
C (-2.16999, 1.31995, -1.36561)
H (-1.26052, 0.10320, 0.15527)
H (-0.48110, 2.15986, 1.20991)
H (-1.18890, 4.31363, -0.42266)
H (-2.41817, 3.23598, -2.48214)
H (-2.73193, 0.51271, -1.81170)
N (1.46975, 1.38246, -1.51117)
C (1.28836, -0.00047, -1.72708)
C (2.25976, -0.44848, -2.64283)
C (3.07367, 0.65829, -2.99897)
C (2.59354, 1.72601, -2.24729)
H (1.00129, 1.97230, -0.83831)
H (0.43365, -0.45091, -1.24440)
H (2.32527, -1.48560, -2.93691)
H (3.93312, 0.72077, -3.64999)
H (2.96924, 2.73667, -2.18547)
N (-2.09531, 0.00141, 3.15701)
C (-1.00364, 0.56521, 3.77033)
C (-1.42718, 1.30602, 4.82806)
C (-2.84574, 1.29233, 4.74637)
C (-3.23221, 0.49398, 3.70360)
H (-2.02702, -0.45380, 2.25800)
H (-0.01306, 0.42565, 3.36330)
H (-0.76343, 1.87254, 5.46438)
H (-3.42197, 1.77833, 5.51977)
H (-4.20803, 0.16783, 3.37527)

Forces on the atoms, in the same order (eV/Å):
0.06 0.45 -0.24
0.73 0.03 -0.31
-0.56 -0.46 0.12
1.11 -0.85 -0.60
-2.60 -0.02 1.57
1.16 0.05 -1.78
-0.71 -0.35 1.45
-0.49 2.12 -0.66
0.26 -0.14 -2.02
0.68 -0.79 2.47
-0.24 0.19 0.11
0.13 -0.42 0.30
0.11 -0.10 -0.14
0.21 0.46 -1.29
0.30 -0.06 0.60
0.11 -0.14 0.11
-1.00 0.60 -0.63
0.61 -1.57 0.17
0.52 0.13 1.27
-0.29 0.46 -0.59
0.25 0.13 -1.13
0.00 0.21 0.41
0.06 0.01 0.06
0.13 -0.03 0.13
-0.30 -0.18 0.20
-0.02 0.27 0.04
-1.31 2.52 -1.09
0.91 -1.01 0.70
0.99 -0.10 0.85
-1.33 -0.91 -0.36
0.79 -0.46 -0.06
-0.24 -0.40 0.39
-0.06 0.59 0.13
0.04 -0.13 0.08
-0.20 -0.29 -0.02
0.18 0.22 -0.39
1.94 -2.14 -1.52
0.45 1.27 -0.40
-1.36 0.24 1.15
-0.69 0.79 1.25
-0.36 0.37 -0.07
-0.21 -0.13 -0.18
0.25 -0.39 -0.14
0.11 0.12 -0.18
-0.12 -0.19 0.06
-0.01 -0.04 -0.11
0.48 0.52 -0.70
0.30 -0.75 -0.54
-0.04 0.33 -0.72
-0.10 0.48 1.45
-0.16 0.00 0.69
0.21 -0.26 0.12
-0.01 -0.25 0.17
-0.30 -0.03 0.15
-0.50 -0.07 -0.36
0.10 0.13 0.02

In elementary charge units, the Mulliken charges are: number 1, Mn, carries 0.057; number 2, O, carries -0.446; number 3, H, carries 0.146; number 4, C, carries -1.296; number 5, C, carries 0.381; number 6, C, carries -0.431; number 7, O, carries -0.289; number 8, C, carries 0.485; number 9, O, carries -0.307; number 10, O, carries -0.320; number 11, H, carries 0.241; number 12, H, carries 0.356; number 13, H, carries 0.395; number 14, H, carries 0.320; number 15, H, carries 0.306; number 16, H, carries 0.344; number 17, N, carries -0.029; number 18, C, carries -0.604; number 19, C, carries -0.305; number 20, C, carries -0.547; number 21, C, carries -0.506; number 22, H, carries 0.199; number 23, H, carries 0.585; number 24, H, carries 0.435; number 25, H, carries 0.377; number 26, H, carries 0.389; number 27, N, carries 0.652; number 28, C, carries -0.818; number 29, C, carries -0.738; number 30, C, carries -0.357; number 31, C, carries -0.753; number 32, H, carries 0.014; number 33, H, carries 0.556; number 34, H, carries 0.411; number 35, H, carries 0.433; number 36, H, carries 0.625; number 37, N, carries 0.294; number 38, C, carries 0.220; number 39, C, carries -0.727; number 40, C, carries -0.665; number 41, C, carries -0.613; number 42, H, carries 0.196; number 43, H, carries -0.035; number 44, H, carries 0.570; number 45, H, carries 0.421; number 46, H, carries 0.436; number 47, N, carries 0.119; number 48, C, carries -0.332; number 49, C, carries -0.662; number 50, C, carries -0.444; number 51, C, carries -0.693; number 52, H, carries 0.226; number 53, H, carries 0.559; number 54, H, carries 0.397; number 55, H, carries 0.386; number 56, H, carries 0.388

# 2
DFT (ωB97M-V with the def2-TZVPD basis set) results for a molecular structure, C22H18N6SSbZr.

Calculated values
M	611.48	g mol⁻¹
E_LUMO	-3.868	eV
E_HOMO	-11.1	eV
spin multiplicity	1
calculated total energy	-50695.2341	eV
gap between HOMO and LUMO	7.2	eV
charge	+1
relative energy (zero: lowest compared OMol25 entry of this formula, charge and spin)	0.0	kJ/mol

Cartesian coordinates (Å):
Zr (-0.13427, -0.48383, 0.44128)
C (-1.47799, 1.72706, -2.39221)
C (-0.96971, 2.46542, -1.19473)
C (-1.25708, 3.82774, -1.05794)
C (-0.69117, 4.54182, -0.02901)
C (0.18689, 3.89155, 0.83751)
C (0.40028, 2.53539, 0.68616)
N (-0.20259, 1.83183, -0.29920)
Sb (1.93265, 1.72488, 1.98864)
C (2.73842, 0.36869, 0.49802)
C (4.11359, 0.24588, 0.46403)
C (4.70135, -0.39856, -0.62250)
C (3.90069, -0.86488, -1.64284)
C (2.51528, -0.73288, -1.54969)
C (1.60255, -1.28678, -2.59398)
N (1.96957, -0.13341, -0.48768)
C (0.65908, 0.43766, 3.19256)
C (0.84686, 0.56292, 4.55441)
C (0.01071, -0.14085, 5.41909)
C (-0.99294, -0.92658, 4.89854)
C (-1.15345, -1.01989, 3.51629)
C (-2.23774, -1.83581, 2.89673)
N (-0.32209, -0.34740, 2.70064)
H (-1.02489, 2.16248, -3.28522)
H (-1.22872, 0.66945, -2.36201)
H (-2.55768, 1.84021, -2.49085)
H (-1.91861, 4.29607, -1.77353)
H (-0.89972, 5.59624, 0.09197)
H (0.69156, 4.44731, 1.61748)
H (4.72669, 0.65755, 1.25496)
H (5.77552, -0.51525, -0.67121)
H (4.32616, -1.34831, -2.51088)
H (2.04582, -1.18311, -3.58348)
H (1.41442, -2.34456, -2.40137)
H (0.64126, -0.77060, -2.59162)
H (1.62745, 1.20086, 4.94736)
H (0.14406, -0.06054, 6.48960)
H (-1.66512, -1.47654, 5.54129)
H (-2.77328, -2.40580, 3.65185)
H (-2.94970, -1.18280, 2.38751)
H (-1.81837, -2.52003, 2.15536)
N (-2.16809, -0.41660, -0.21208)
C (-3.25597, -0.38286, -0.65392)
C (-4.48869, -0.22721, -1.19552)
C (-5.33770, -1.33669, -1.44589)
N (-6.02231, -2.24035, -1.63605)
C (-4.83862, 1.11993, -1.48277)
N (-5.00913, 2.24163, -1.68228)
S (0.25307, -2.66082, 0.29233)

Forces on the atoms, in the same order (eV/Å):
0.18 -0.45 -0.02
0.04 -0.01 -0.02
-0.08 0.09 -0.04
0.04 -0.09 0.02
0.01 -0.04 -0.02
-0.02 0.01 0.07
-0.11 0.24 -0.09
0.13 -0.05 0.03
0.04 0.03 0.02
0.09 0.05 -0.20
0.03 0.00 0.02
-0.05 0.00 0.00
-0.07 0.03 0.03
0.08 -0.09 -0.02
0.02 0.05 -0.05
-0.20 0.05 0.31
-0.10 -0.03 0.23
0.04 -0.03 0.01
0.02 0.02 -0.01
0.00 -0.01 -0.13
-0.02 -0.02 0.05
-0.01 0.00 0.06
0.05 0.17 -0.35
-0.01 -0.01 -0.01
0.00 0.01 0.00
0.00 0.01 0.00
0.00 0.01 0.00
0.00 0.01 0.00
0.00 -0.02 0.01
-0.01 0.00 0.00
0.01 0.01 0.00
0.01 0.00 -0.01
0.00 -0.02 0.00
0.01 0.02 0.01
0.02 -0.02 -0.01
0.01 -0.01 -0.01
0.00 0.00 0.01
0.00 0.00 0.01
0.01 0.00 0.00
0.00 -0.02 -0.01
-0.02 0.01 0.02
-0.05 -0.13 0.13
0.09 0.03 -0.06
0.12 0.06 0.09
-0.06 -0.02 0.00
-0.01 -0.04 -0.01
-0.08 0.08 0.01
0.00 0.01 -0.03
-0.14 0.12 -0.05

In elementary charge units, the Mulliken charges are: number 1, Zr, carries 0.719; number 2, C, carries -1.350; number 3, C, carries 0.919; number 4, C, carries -0.779; number 5, C, carries -0.546; number 6, C, carries -0.751; number 7, C, carries 0.152; number 8, N, carries 0.282; number 9, Sb, carries 0.908; number 10, C, carries 0.343; number 11, C, carries -0.774; number 12, C, carries -0.436; number 13, C, carries -0.801; number 14, C, carries 0.776; number 15, C, carries -1.190; number 16, N, carries 0.184; number 17, C, carries 0.548; number 18, C, carries -0.736; number 19, C, carries -0.454; number 20, C, carries -0.833; number 21, C, carries 0.957; number 22, C, carries -1.306; number 23, N, carries -0.240; number 24, H, carries 0.422; number 25, H, carries 0.058; number 26, H, carries 0.256; number 27, H, carries 0.484; number 28, H, carries 0.430; number 29, H, carries 0.410; number 30, H, carries 0.436; number 31, H, carries 0.427; number 32, H, carries 0.494; number 33, H, carries 0.486; number 34, H, carries 0.303; number 35, H, carries 0.004; number 36, H, carries 0.419; number 37, H, carries 0.428; number 38, H, carries 0.428; number 39, H, carries 0.399; number 40, H, carries 0.204; number 41, H, carries 0.295; number 42, N, carries -0.351; number 43, C, carries 0.507; number 44, C, carries 0.085; number 45, C, carries -0.020; number 46, N, carries -0.395; number 47, C, carries 0.097; number 48, N, carries -0.462; number 49, S, carries -0.437

Q: Which of these has the highest M?
A: C22H18N6SSbZr